Record 1
C7H10Br2NO | wB97M-V/def2-TZVPD

Last column: Löwdin charge in e.
CARTESIAN COORDINATES (ANGSTROEM)
Br: 4.5817 1.4828 -0.2130  0.784
O: 3.4736 -0.2009 -0.1468  -0.433
C: 2.1138 -0.3485 -0.1842  -0.323
C: 1.4892 -1.5476 -0.0231  -0.568
Br: 2.1780 -3.3585 0.1921  0.808
N: 0.0352 -1.4016 0.1304  -0.141
C: -0.3325 -0.5815 1.3204  -0.044
C: 0.3752 0.8135 1.1084  -0.105
C: 1.1524 0.8246 -0.2286  -0.227
C: -0.0034 0.6358 -1.2938  -0.067
C: -0.4729 -0.8053 -1.1346  -0.100
H: -0.2564 -2.3066 0.2799  0.110
H: 0.1684 -1.1406 2.1815  0.168
H: -1.4774 -0.4760 1.2203  0.169
H: -0.3258 1.8242 1.0613  0.186
H: 1.1308 1.0010 1.9018  0.127
H: 1.7601 1.7484 -0.3934  0.127
H: 0.1836 0.6232 -2.3597  0.130
H: -0.7623 1.3371 -1.0756  0.105
H: -1.5897 -0.9435 -1.1289  0.158
H: -0.2158 -1.5462 -1.8695  0.136

Orbital gap, eV: 7.260
Structure (SMILES): BrOC1=C(Br)[N@H+]2CC[C@@H]1CC2
Net charge: +1

=====

Record 2
C17H24N7OSSiTi | wB97M-V/def2-TZVPD

Last column: Löwdin charge in e.
CARTESIAN COORDINATES (ANGSTROEM)
Ti: 0.9168 -0.7173 0.0479  0.904
C: -4.7712 -0.4198 -2.4738  -0.077
C: -3.4933 0.2925 -2.8774  -0.229
N: -2.3167 -0.5743 -2.8020  0.001
C: -1.6277 -0.7799 -1.6828  -0.762
S: -0.2843 -1.9276 -1.7586  0.716
N: -1.9830 -0.1685 -0.5708  0.053
N: -1.1397 -0.6315 0.4133  -0.151
C: -1.5493 -0.8425 1.6043  -0.236
C: -2.9156 -0.5284 2.1005  0.013
C: -0.5834 -1.6220 2.4264  -0.194
C: -0.8406 -1.9303 3.7478  0.023
C: -0.0114 -2.8364 4.3973  -0.006
C: 1.0426 -3.4010 3.7014  -0.014
C: 1.2738 -2.9911 2.3984  -0.098
N: 0.4929 -2.1145 1.7652  0.027
H: -5.6217 0.2558 -2.5669  0.080
H: -4.7169 -0.7553 -1.4383  0.066
H: -4.9585 -1.2850 -3.1101  0.078
H: -3.3009 1.1516 -2.2362  0.110
H: -3.5484 0.6584 -3.9024  0.121
H: -2.0649 -1.1342 -3.5994  0.129
H: -3.4242 0.1299 1.4035  0.083
H: -2.8608 -0.0487 3.0778  0.093
H: -3.4962 -1.4475 2.2098  0.111
H: -1.6883 -1.4941 4.2540  0.121
H: -0.1980 -3.1053 5.4282  0.127
H: 1.6913 -4.1368 4.1538  0.122
H: 2.1177 -3.3720 1.8395  0.120
C: 2.4969 2.9411 -0.5467  -0.174
Si: 1.8314 1.8538 -1.9122  0.437
C: 2.8505 2.1181 -3.4490  -0.171
C: 0.0424 2.2458 -2.2489  -0.173
C: 2.0795 -0.0024 -1.5095  -0.344
H: 2.8009 3.8951 -0.9851  0.043
H: 3.3877 2.5261 -0.0681  0.033
H: 1.7564 3.1553 0.2236  0.025
H: 2.7808 3.1647 -3.7564  0.042
H: 2.5080 1.5001 -4.2807  0.040
H: 3.9042 1.8924 -3.2743  0.041
H: -0.0480 3.2882 -2.5643  0.045
H: -0.5967 2.1178 -1.3714  0.024
H: -0.3586 1.6180 -3.0479  0.033
H: 3.1490 -0.0939 -1.3031  0.022
H: 1.8639 -0.5379 -2.4325  -0.011
O: 1.0201 0.8162 1.2176  -0.283
N: 1.6681 1.3336 2.2326  0.102
C: 2.7952 0.7538 2.5164  -0.250
C: 3.1089 -0.3716 1.6791  -0.038
N: 2.9225 -1.1608 0.8586  0.157
C: 3.6190 1.1963 3.5964  -0.140
N: 4.2776 1.5260 4.4757  0.208

Orbital gap, eV: 7.062
Net charge: +1

=====

Record 3
C6H13ClN2O | wB97M-V/def2-TZVPD

Last column: Löwdin charge in e.
CARTESIAN COORDINATES (ANGSTROEM)
C: 1.5857 1.5318 -0.6703  -0.188
C: 3.9173 3.4964 -0.2328  -0.639
C: -1.6646 -1.7419 -0.2817  -0.054
C: 0.3096 -0.4672 1.5527  -0.012
C: 0.2828 0.7322 -0.7051  -0.062
C: -1.7678 -0.3187 0.2947  -0.156
N: 2.3033 1.6856 0.3243  0.248
N: -0.4179 0.3616 0.5740  -0.144
O: 3.8234 3.7083 -1.4056  0.173
Cl: 4.5843 4.0687 1.0953  1.025
H: 1.7734 1.9115 -1.7058  0.156
H: -2.3229 -2.4068 0.3383  0.103
H: -2.0616 -1.9844 -1.3534  0.131
H: -0.5534 -2.0341 -0.0773  0.099
H: 1.0913 -1.0885 1.0148  0.142
H: 0.6863 0.1493 2.3678  0.113
H: -0.4604 -1.0282 2.0683  0.106
H: 0.5395 -0.0964 -1.2231  0.108
H: -0.4254 1.2549 -1.2622  0.129
H: -2.2446 -0.2728 1.3221  0.159
H: -2.3252 0.2339 -0.3672  0.094
H: -0.5362 1.2755 1.1146  0.218
H: 4.4519 4.4497 -1.7764  0.251

Orbital gap (spin up / spin down), eV: 7.294 / 7.310
Net charge: +2

=====

Record 4
C36H105N9O12 | wB97M-V/def2-TZVPD

Last column: Löwdin charge in e.
CARTESIAN COORDINATES (ANGSTROEM)
C: -3.4111 4.4021 -7.0558  -0.134
O: -2.5092 3.4415 -7.5027  -0.198
C: -1.1722 3.5827 -6.9303  -0.145
C: -1.1978 3.4149 -5.3822  -0.442
C: 0.1858 3.6562 -4.7910  -0.072
N: -1.5758 2.0365 -4.9639  0.064
H: -4.3675 4.4934 -7.5706  0.086
H: -2.9982 5.4109 -7.0483  0.090
H: -3.5795 3.9604 -6.0737  0.075
H: -0.4804 2.8354 -7.3190  0.128
H: -0.6997 4.5345 -7.1731  0.116
H: -1.8745 4.0832 -4.8496  0.116
H: 0.5922 4.6428 -5.0138  0.073
H: 0.8825 2.9944 -5.3055  0.079
H: 0.2333 3.3964 -3.7335  0.068
H: -2.4961 1.9297 -5.3662  0.061
H: -1.7950 2.0767 -3.9788  0.034
C: -0.9462 -1.8736 -4.9197  -0.103
O: -1.6124 -2.8111 -4.0942  -0.190
C: -0.6751 -3.3554 -3.1834  -0.231
C: -1.3696 -4.5565 -2.4782  -0.350
C: -0.5147 -4.9304 -1.1561  -0.036
N: -1.4450 -5.6467 -3.5034  0.019
H: -0.2589 -2.3860 -5.5929  0.089
H: -0.3425 -1.1372 -4.3892  0.073
H: -1.7186 -1.3237 -5.4573  0.086
H: 0.2352 -3.7286 -3.6526  0.121
H: -0.4682 -2.5147 -2.5212  0.103
H: -2.4286 -4.3395 -2.3387  0.125
H: -0.5587 -4.1102 -0.4397  0.062
H: 0.5288 -5.1697 -1.3609  0.050
H: -0.8667 -5.8406 -0.6706  0.059
H: -1.8945 -6.4233 -3.0398  0.054
H: -2.1735 -5.4000 -4.1580  0.060
C: -5.3920 1.6509 4.4162  -0.093
O: -6.0444 0.3780 4.2624  -0.200
C: -5.2256 -0.6369 3.6617  -0.183
C: -5.9943 -1.9897 3.6830  -0.444
C: -5.3154 -3.0344 2.8032  -0.055
N: -7.2999 -1.8170 3.1683  0.040
H: -6.0802 2.3960 4.8154  0.078
H: -4.9710 1.9847 3.4678  0.081
H: -4.5739 1.7365 5.1314  0.075
H: -5.0266 -0.3753 2.6224  0.082
H: -4.2776 -0.7150 4.1940  0.121
H: -6.1478 -2.2927 4.7187  0.137
H: -4.2461 -3.1172 2.9975  0.072
H: -5.3926 -2.7394 1.7567  0.073
H: -5.7353 -4.0247 2.9793  0.080
H: -7.2563 -1.8169 2.1592  0.049
H: -7.4476 -0.8558 3.4411  0.052
C: 0.5709 3.3577 7.1277  -0.083
O: 0.6473 2.2223 6.2049  -0.181
C: -0.2542 1.1529 6.5636  -0.204
C: -0.0528 -0.1337 5.7726  -0.441
C: -0.3532 0.0910 4.2958  -0.076
N: -1.0733 -1.0954 6.1401  0.023
H: 0.7213 3.1501 8.1871  0.081
H: -0.3510 3.9221 6.9874  0.082
H: 1.4263 3.9776 6.8590  0.083
H: -0.2124 0.8949 7.6218  0.116
H: -1.2893 1.4731 6.4440  0.123
H: 0.9026 -0.6081 5.9970  0.139
H: -1.3825 0.4131 4.1384  0.070
H: -0.2092 -0.7854 3.6639  0.064
H: 0.1729 0.9549 3.8896  0.073
H: -0.9149 -1.0813 7.1375  0.064
H: -0.8339 -2.0321 5.8478  0.078
C: -8.6543 2.7494 2.7931  -0.110
O: -7.5754 2.4870 1.9568  -0.184
C: -7.8725 2.4222 0.6040  -0.214
C: -6.8754 1.4844 -0.0879  -0.447
C: -7.0668 1.2630 -1.5492  -0.067
N: -6.8559 0.1689 0.5549  0.057
H: -9.3047 3.6054 2.6134  0.090
H: -8.2654 2.9636 3.7885  0.080
H: -9.2648 1.8482 2.8497  0.096
H: -8.8426 1.9537 0.4379  0.128
H: -7.9112 3.3521 0.0367  0.130
H: -5.8772 1.8868 0.0847  0.132
H: -6.8981 2.2029 -2.0748  0.082
H: -8.0020 0.8093 -1.8775  0.085
H: -6.2763 0.5912 -1.8838  0.083
H: -7.6884 -0.2985 0.2253  0.075
H: -7.1434 0.4310 1.4870  0.041
C: -3.1783 -0.3447 0.8906  -0.103
O: -2.0721 -0.6338 0.0537  -0.199
C: -0.8159 -0.1777 0.5412  -0.171
C: 0.3830 -0.3109 -0.4070  -0.430
C: 1.6648 0.0118 0.2496  -0.067
N: 0.1795 0.5710 -1.5052  0.056
H: -4.0559 -0.8085 0.4403  0.093
H: -3.3851 0.7136 1.0500  0.084
H: -2.9180 -0.6562 1.9022  0.077
H: -0.9296 0.8381 0.9196  0.118
H: -0.5692 -0.8259 1.3820  0.111
H: 0.5790 -1.3051 -0.8086  0.130
H: 1.8718 -0.7605 0.9905  0.084
H: 1.5184 0.9462 0.7913  0.082
H: 2.5064 0.2015 -0.4166  0.077
H: -0.0581 1.4341 -1.0375  0.036
H: -0.7429 0.4022 -1.8806  0.063
C: 7.2921 -3.8588 -2.1442  -0.124
O: 5.9304 -3.6433 -2.3932  -0.193
C: 5.2699 -2.9483 -1.2764  -0.154
C: 3.8277 -2.5117 -1.5850  -0.453
C: 2.8245 -3.6021 -1.7762  -0.059
N: 3.8325 -1.8122 -2.8157  0.049
H: 7.4163 -4.4748 -1.2536  0.089
H: 7.8568 -2.9265 -2.1465  0.082
H: 7.6153 -4.4149 -3.0242  0.090
H: 5.1749 -3.4897 -0.3351  0.118
H: 5.8960 -2.0676 -1.1329  0.107
H: 3.4754 -1.8311 -0.8100  0.116
H: 3.0239 -4.2087 -2.6596  0.095
H: 1.8145 -3.2350 -1.9584  0.051
H: 2.8633 -4.2582 -0.9066  0.084
H: 4.3116 -2.4716 -3.4121  0.086
H: 4.4063 -0.9836 -2.7499  0.079
C: 8.8622 -2.6714 1.3270  -0.097
O: 7.4550 -2.4344 1.5344  -0.206
C: 7.0880 -2.0651 2.8881  -0.155
C: 5.5480 -1.8238 2.9339  -0.396
C: 5.0856 -0.5403 2.2424  -0.075
N: 4.7649 -1.8503 4.2111  0.023
H: 9.3529 -3.3533 2.0215  0.084
H: 9.5129 -1.8082 1.4673  0.078
H: 8.9589 -2.9251 0.2714  0.073
H: 7.2396 -2.9485 3.5085  0.116
H: 7.7074 -1.2428 3.2461  0.125
H: 5.0831 -2.5636 2.2823  0.115
H: 5.0916 -0.7536 1.1735  0.051
H: 5.7948 0.2437 2.5080  0.086
H: 4.0352 -0.3320 2.4456  0.064
H: 3.7923 -2.0751 4.0579  0.060
H: 5.0371 -2.5778 4.8567  0.054
C: 6.9401 1.2363 -2.7995  -0.067
O: 5.6939 1.8797 -2.3685  -0.186
C: 5.6912 2.0365 -0.9669  -0.223
C: 4.5907 3.0004 -0.5547  -0.471
C: 4.8731 4.3404 -1.0762  -0.063
N: 4.3926 2.9645 0.9052  0.045
H: 6.8906 1.2759 -3.8877  0.087
H: 6.8956 0.2066 -2.4447  0.071
H: 7.8713 1.7489 -2.5585  0.085
H: 5.6055 1.0644 -0.4813  0.107
H: 6.6569 2.4223 -0.6404  0.124
H: 3.6011 2.6153 -0.8007  0.128
H: 5.7535 4.7163 -0.5549  0.088
H: 4.0976 5.0671 -0.8339  0.079
H: 5.1566 4.3299 -2.1287  0.089
H: 4.0326 2.0332 1.0575  0.042
H: 3.7171 3.7100 0.9948  0.063
O: -2.5812 1.2486 -2.0044  -0.046
H: -2.6564 0.5409 -1.3643  0.006
H: -2.1707 1.9660 -1.5218  0.007
O: -0.7635 3.0295 -0.3772  -0.032
H: -0.0796 3.6992 -0.3825  0.069
H: -1.2932 3.2335 0.3935  0.065
O: 2.0495 0.5237 -3.4707  -0.095
H: 1.3109 0.6089 -2.8678  -0.056
H: 2.5640 -0.2028 -3.1189  -0.041

Orbital gap, eV: 8.542
Structure (SMILES): COC[C@H](C)N.COC[C@H](C)N.COC[C@H](C)N.COC[C@H](C)N.COC[C@H](C)N.COC[C@H](C)N.COC[C@H](C)N.COC[C@H](C)N.COC[C@H](C)N.O.O.O
Net charge: 0

=====

One value per record, in order, for total energy: -151033.33539, -72317.85532, -23959.34848, -77007.30396 eV.
One value per record, in order, for F_max: 3.3, 0.8, 6.4, 2.9 eV/A.
One value per record, in order, for ΔE to the lowest compared entry with this formula, charge and spin: 38.88, 23.67, 77.77, 111.90 kcal per mole.